{"formula": "C31H56AlBO21P", "method": "ωB97M-V with the def2-TZVPD basis set", "lumo_energy_ev": 1.7, "homo_energy_ha": -0.1251, "total_charge": -1, "spin_multiplicity": 1, "homo_lumo_gap_ev": 5.141, "elements": ["C", "C", "P", "C", "C", "Al", "C", "O", "C", "C", "B", "O", "O", "H", "H", "H", "H", "H", "H", "H", "H", "H", "H", "H", "H", "H", "H", "H", "H", "H", "H", "H", "H", "C", "C", "C", "O", "C", "O", "O", "H", "H", "H", "H", "H", "H", "C", "C", "C", "O", "C", "O", "O", "H", "H", "H", "H", "H", "H", "C", "C", "C", "O", "C", "O", "O", "H", "H", "H", "H", "H", "H", "C", "C", "C", "O", "C", "O", "O", "H", "H", "H", "H", "H", "H", "C", "C", "C", "O", "C", "O", "O", "H", "H", "H", "H", "H", "H", "C", "C", "C", "O", "C", "O", "O", "H", "H", "H", "H", "H", "H"], "xyz": [[3.104, -3.403, 0.551], [2.950, -1.887, 0.680], [1.996, -1.026, -0.650], [3.048, -1.269, -2.164], [4.094, -0.169, -2.352], [-0.182, -1.932, -0.869], [-1.366, -0.644, -1.909], [-1.104, 0.760, -1.631], [-1.554, 1.149, -0.374], [-0.278, -3.793, -1.687], [-0.490, -3.756, -3.211], [0.556, -3.817, -4.133], [-1.741, -3.657, -3.799], [3.765, -3.828, 1.315], [3.512, -3.661, -0.429], [2.127, -3.883, 0.614], [2.407, -1.652, 1.597], [3.936, -1.425, 0.764], [3.569, -2.216, -2.039], [2.410, -1.349, -3.046], [4.443, -0.102, -3.384], [4.958, -0.363, -1.712], [3.688, 0.794, -2.045], [-0.766, -2.023, 0.662], [-1.311, -0.743, -2.996], [-2.398, -0.884, -1.614], [-1.659, 0.301, 0.309], [-0.831, 1.837, 0.072], [-2.533, 1.652, -0.447], [-1.150, -4.252, -1.209], [0.592, -4.397, -1.414], [1.375, -3.588, -3.683], [-2.369, -3.414, -3.110], [8.247, -5.152, 1.076], [7.845, -3.953, 0.258], [6.860, -3.006, 0.922], [6.144, -2.481, -0.195], [6.198, -3.383, -1.196], [5.542, -3.337, -2.181], [7.102, -4.354, -0.908], [8.634, -4.830, 2.044], [7.386, -5.802, 1.234], [9.020, -5.729, 0.571], [8.725, -3.403, -0.089], [7.328, -2.194, 1.471], [6.156, -3.535, 1.570], [-6.316, -6.287, -2.714], [-5.986, -5.201, -1.724], [-6.797, -3.924, -1.855], [-5.879, -2.927, -1.403], [-4.620, -3.394, -1.606], [-3.634, -2.745, -1.513], [-4.657, -4.705, -1.935], [-7.382, -6.518, -2.674], [-6.055, -5.963, -3.722], [-5.756, -7.194, -2.497], [-6.036, -5.579, -0.698], [-7.693, -3.903, -1.240], [-7.058, -3.716, -2.897], [6.908, -4.234, -4.642], [7.477, -4.563, -5.994], [7.175, -5.959, -6.504], [8.322, -6.253, -7.313], [9.357, -5.508, -6.857], [10.487, -5.650, -7.197], [8.925, -4.594, -5.968], [5.833, -4.407, -4.632], [7.370, -4.852, -3.871], [7.078, -3.192, -4.380], [7.185, -3.816, -6.736], [6.275, -6.024, -7.107], [7.127, -6.685, -5.688], [-4.600, 5.234, 1.275], [-3.284, 5.188, 2.002], [-2.448, 3.943, 1.783], [-1.753, 3.821, 3.038], [-2.497, 4.414, 3.987], [-2.299, 4.333, 5.160], [-3.501, 5.127, 3.434], [-4.452, 5.092, 0.204], [-5.254, 4.450, 1.650], [-5.094, 6.191, 1.429], [-2.690, 6.085, 1.803], [-1.736, 4.028, 0.968], [-3.058, 3.050, 1.634], [-0.998, 7.427, 5.472], [-0.008, 7.756, 4.389], [1.452, 7.560, 4.754], [2.106, 8.558, 3.960], [1.216, 9.545, 3.707], [1.491, 10.597, 3.231], [-0.026, 9.165, 4.077], [-0.845, 6.409, 5.828], [-0.890, 8.124, 6.304], [-2.020, 7.500, 5.103], [-0.241, 7.216, 3.467], [1.841, 6.578, 4.505], [1.636, 7.777, 5.809], [-9.610, 5.927, 5.338], [-9.009, 5.119, 4.219], [-7.497, 4.994, 4.243], [-7.179, 4.882, 2.852], [-8.164, 5.481, 2.143], [-8.108, 5.726, 0.984], [-9.213, 5.766, 2.948], [-9.283, 5.532, 6.300], [-9.300, 6.969, 5.256], [-10.698, 5.894, 5.303], [-9.471, 4.130, 4.159], [-7.132, 4.118, 4.772], [-7.014, 5.890, 4.641]], "atomic_forces_ev_per_a": [[-0.0483, 0.1083, -0.2475], [0.0144, -0.3920, 0.0484], [-0.1369, 0.9540, 0.0105], [0.0878, -0.1943, 0.3122], [-0.0051, -0.0308, 0.1638], [-0.2032, -0.4022, 0.1456], [0.2014, -0.0967, 0.2605], [0.0423, 0.0460, -0.2183], [0.0045, -0.0086, 0.0980], [-0.1726, -0.1135, -0.1460], [0.0803, -0.1356, -0.1199], [-0.0053, 0.2972, 0.0318], [0.0557, 0.1531, -0.0011], [-0.0402, -0.0434, 0.0834], [0.0405, -0.0507, 0.0151], [-0.0269, -0.0823, 0.0965], [0.0323, 0.0257, 0.0855], [0.0068, 0.1001, 0.0010], [-0.0762, -0.1264, -0.3312], [-0.1195, 0.0462, 0.0044], [0.0733, -0.0117, -0.0479], [0.0305, 0.0161, -0.0229], [-0.0481, 0.1158, -0.1274], [0.1741, 0.0339, 0.0343], [-0.0021, 0.0080, -0.0440], [0.0398, 0.2269, -0.2195], [0.0127, -0.0447, 0.0360], [0.0293, 0.1086, -0.0126], [-0.0780, 0.0076, 0.0406], [-0.0437, 0.0683, 0.0945], [0.1314, 0.1412, 0.0749], [0.0208, -0.2481, -0.0216], [-0.0841, -0.1355, 0.0143], [-0.0517, -0.1133, -0.0923], [-0.0188, 0.0362, 0.0930], [0.0095, -0.0527, 0.0227], [0.0511, 0.0708, 0.0174], [-0.0136, -0.0209, 0.2235], [0.1078, -0.1314, -0.2182], [0.0720, 0.0208, -0.0488], [0.0109, 0.0040, 0.0047], [-0.0269, 0.0462, 0.0681], [0.0088, 0.0089, -0.0040], [-0.0017, 0.0150, 0.0051], [-0.0023, 0.0533, -0.0611], [0.0206, -0.0187, 0.0057], [0.1213, -0.0078, -0.0704], [-0.0870, 0.0117, -0.0029], [0.0136, -0.0180, -0.0274], [-0.0396, 0.0150, -0.0104], [-0.0874, -0.0717, 0.0184], [-0.0835, -0.0970, -0.0478], [0.0302, -0.0896, 0.0457], [-0.0058, -0.0085, 0.0075], [-0.0673, 0.0357, -0.0094], [0.0025, -0.0001, 0.0107], [-0.0151, 0.0106, 0.0063], [0.0340, 0.0386, 0.0592], [-0.0158, -0.0343, -0.0086], [0.2019, 0.0168, 0.0032], [-0.0712, -0.0638, 0.0098], [0.0040, 0.0104, 0.0154], [-0.0411, -0.0597, 0.0230], [-0.0746, 0.0073, 0.0113], [0.1278, -0.0171, -0.0418], [-0.0336, 0.1117, 0.0004], [-0.0162, 0.0267, 0.0167], [-0.0683, -0.0711, -0.0133], [-0.0258, 0.0169, -0.0275], [0.0087, -0.0091, -0.0195], [0.0342, 0.0094, -0.0637], [-0.0231, 0.0162, 0.0213], [0.0253, -0.0366, 0.0493], [-0.0308, -0.0679, -0.1106], [-0.0364, 0.0233, -0.0232], [0.0309, -0.0431, -0.0713], [-0.0345, 0.0074, -0.0383], [0.0447, 0.0144, 0.1242], [0.0078, 0.1347, -0.0294], [0.0632, 0.0167, -0.0046], [0.0623, -0.0109, -0.1235], [-0.0341, -0.0172, -0.0176], [0.0217, -0.0001, 0.0285], [0.1054, -0.0223, 0.0829], [-0.0222, 0.0074, -0.0058], [-0.1010, 0.1403, 0.0512], [0.0435, -0.0714, 0.0405], [-0.0225, 0.0058, 0.0125], [0.0482, -0.0226, 0.0603], [-0.0300, -0.0849, 0.0322], [0.0395, 0.1302, -0.0574], [-0.0828, -0.0429, -0.0616], [-0.0235, -0.0202, -0.0268], [0.0820, -0.0378, 0.0228], [-0.0007, -0.0271, -0.0144], [0.0137, -0.0060, -0.0082], [0.0268, 0.0222, -0.0753], [-0.0237, -0.0238, 0.0154], [-0.0718, 0.1111, -0.0861], [0.0538, -0.0021, 0.0596], [0.0166, -0.0218, 0.0292], [-0.1198, 0.0057, 0.1317], [-0.0042, -0.0046, 0.1256], [0.0015, 0.0269, -0.1556], [-0.0993, -0.0407, 0.0196], [-0.0037, -0.0098, 0.0074], [0.0721, -0.0147, 0.0432], [-0.0024, -0.0126, -0.0013], [0.0170, -0.0128, -0.0009], [0.0167, -0.0393, -0.0657], [-0.0255, 0.0088, 0.0272]]}



{"formula": "C47H56As2Br2CsF6I2NO3PS4", "method": "ωB97M-V with the def2-TZVPD basis set", "lumo_energy_ev": [-0.1, -2.4], "homo_energy_ha": [-0.2807, -0.2807], "total_charge": 0, "s_squared": 0.794, "spin_multiplicity": 2, "homo_lumo_gap_ev": [7.500, 5.243], "elements": ["Cs", "C", "C", "S", "C", "C", "S", "C", "C", "S", "H", "H", "H", "H", "H", "H", "H", "H", "H", "H", "H", "H", "Br", "C", "Br", "H", "H", "I", "C", "C", "C", "I", "C", "C", "C", "C", "N", "C", "C", "O", "H", "H", "H", "H", "C", "C", "S", "O", "C", "C", "H", "H", "H", "H", "H", "H", "H", "H", "H", "H", "F", "P", "F", "F", "F", "F", "F", "C", "As", "C", "C", "C", "C", "C", "C", "C", "C", "H", "H", "H", "H", "H", "H", "H", "H", "H", "H", "H", "H", "H", "O", "As", "C", "C", "C", "C", "C", "C", "C", "C", "C", "C", "C", "C", "C", "C", "C", "C", "C", "C", "H", "H", "H", "H", "H", "H", "H", "H", "H", "H", "H", "H", "H", "H", "H"], "xyz": [[-0.046, 0.026, 1.448], [2.324, 0.249, -2.977], [1.770, 1.677, -2.947], [0.532, 1.941, -1.652], [-0.867, 2.662, -2.543], [-1.461, 1.856, -3.691], [-2.019, 0.214, -3.181], [-1.263, -0.814, -4.457], [0.259, -0.761, -4.571], [1.129, -1.104, -3.019], [2.899, 0.055, -2.068], [3.025, 0.163, -3.810], [1.339, 1.941, -3.914], [2.606, 2.361, -2.787], [-0.608, 3.662, -2.900], [-1.618, 2.777, -1.756], [-0.738, 1.753, -4.500], [-2.300, 2.424, -4.099], [-1.697, -0.592, -5.435], [-1.579, -1.824, -4.192], [0.581, 0.214, -4.936], [0.565, -1.486, -5.328], [-1.419, -1.145, 4.272], [-0.974, -2.846, 3.422], [-1.881, -3.060, 1.739], [-1.307, -3.625, 4.092], [0.097, -2.876, 3.252], [-4.516, 3.678, 0.995], [-5.131, 1.758, 0.587], [-6.468, 1.427, 0.639], [-6.897, 0.141, 0.340], [-8.927, -0.232, 0.476], [-5.974, -0.885, -0.055], [-6.354, -2.198, -0.381], [-5.389, -3.098, -0.754], [-4.057, -2.679, -0.799], [-3.669, -1.455, -0.489], [-4.601, -0.575, -0.125], [-4.103, 0.783, 0.236], [-2.913, 1.059, 0.259], [-7.194, 2.177, 0.917], [-7.394, -2.487, -0.333], [-5.643, -4.118, -1.008], [-3.272, -3.364, -1.101], [6.016, -0.508, 1.260], [4.829, -0.985, 2.080], [3.245, -0.594, 1.312], [2.186, -0.804, 2.358], [3.417, 1.214, 1.265], [3.614, 1.812, 2.660], [6.921, -1.007, 1.608], [6.173, 0.568, 1.343], [5.895, -0.762, 0.205], [4.800, -0.573, 3.089], [4.805, -2.070, 2.157], [2.498, 1.579, 0.791], [4.239, 1.442, 0.583], [3.540, 1.047, 3.434], [2.847, 2.549, 2.877], [4.580, 2.309, 2.749], [1.417, -3.344, 0.659], [2.259, -4.526, 1.412], [3.084, -5.670, 2.182], [2.764, -5.088, -0.009], [1.759, -3.931, 2.842], [3.555, -3.535, 1.465], [0.947, -5.470, 1.343], [-2.132, -5.815, -2.241], [-1.133, -4.213, -2.785], [-1.029, -4.659, -4.696], [0.640, -4.804, -2.161], [1.257, -5.910, -2.949], [2.035, -5.631, -4.073], [2.579, -6.651, -4.838], [2.357, -7.977, -4.490], [1.601, -8.268, -3.364], [1.060, -7.244, -2.599], [-1.668, -6.715, -2.645], [-3.159, -5.751, -2.605], [-2.143, -5.875, -1.151], [-0.732, -5.696, -4.844], [-0.302, -4.017, -5.196], [-2.008, -4.488, -5.146], [0.488, -5.094, -1.123], [1.283, -3.926, -2.139], [2.219, -4.595, -4.340], [3.183, -6.410, -5.704], [2.785, -8.776, -5.083], [1.444, -9.298, -3.068], [0.502, -7.478, -1.700], [-0.130, 2.515, 1.466], [-0.087, 3.948, 2.290], [1.676, 4.700, 2.284], [2.394, 4.595, 1.096], [3.671, 5.129, 1.024], [4.227, 5.758, 2.131], [3.503, 5.868, 3.310], [2.220, 5.343, 3.388], [-1.148, 5.308, 1.453], [-1.633, 6.418, 2.135], [-2.325, 7.399, 1.438], [-2.509, 7.278, 0.067], [-2.003, 6.179, -0.613], [-1.323, 5.189, 0.081], [-0.647, 3.696, 4.106], [-1.951, 3.970, 4.503], [-2.372, 3.614, 5.777], [-1.498, 2.978, 6.646], [-0.200, 2.691, 6.245], [0.227, 3.047, 4.975], [1.964, 4.079, 0.243], [4.239, 5.049, 0.106], [5.227, 6.167, 2.073], [3.937, 6.359, 4.171], [1.658, 5.424, 4.311], [-1.481, 6.523, 3.203], [-2.716, 8.260, 1.965], [-3.046, 8.047, -0.474], [-2.147, 6.086, -1.682], [-0.934, 4.316, -0.428], [-2.648, 4.439, 3.821], [-3.389, 3.823, 6.084], [-1.832, 2.695, 7.636], [0.478, 2.177, 6.915], [1.234, 2.798, 4.661]], "atomic_forces_ev_per_a": [[-1.5778, -1.1843, -1.2433], [0.0868, 0.0630, 0.0253], [-0.0327, -0.1072, -0.1289], [0.1899, 0.1199, 0.0944], [-0.1034, 0.0212, 0.0530], [0.0606, 0.0685, -0.0427], [-0.0323, -0.0255, 0.0369], [0.0069, -0.0547, -0.0597], [-0.0255, 0.0268, -0.0783], [-0.0194, -0.0422, 0.0252], [-0.0382, -0.0132, 0.0147], [-0.0107, -0.0150, -0.0069], [-0.0436, -0.0042, 0.0262], [-0.0103, 0.0140, -0.0020], [0.0279, -0.0002, 0.0102], [-0.0042, -0.0268, -0.0097], [-0.0110, -0.0187, 0.0090], [-0.0167, -0.0112, 0.0042], [-0.0053, 0.0392, 0.0139], [0.0027, 0.0118, 0.0237], [0.0055, -0.0074, 0.0144], [0.0155, -0.0159, 0.0180], [-0.1674, -0.2812, 0.3680], [-0.0270, 0.1036, -0.0048], [-0.0151, -0.0684, 0.1583], [0.0183, -0.0269, 0.0180], [-0.0598, 0.0203, -0.0290], [0.0403, 0.0775, 0.0441], [-0.0762, -0.1336, -0.0800], [-0.0292, 0.0399, 0.0139], [0.1618, -0.0039, -0.0281], [-0.0866, -0.0171, 0.0040], [-0.0703, 0.0135, -0.0104], [0.0515, 0.0124, 0.0033], [-0.0166, -0.0169, -0.0069], [0.0303, 0.0382, -0.0109], [-0.0899, -0.0034, -0.0456], [0.0748, -0.0069, 0.0499], [-0.0458, 0.0166, 0.1029], [0.0326, 0.0272, -0.0871], [0.0084, -0.0035, 0.0011], [-0.0048, -0.0029, -0.0051], [-0.0056, 0.0061, -0.0005], [0.0049, 0.0041, -0.0045], [0.0243, -0.0213, -0.0213], [-0.0209, -0.1176, 0.0427], [0.1285, 0.0568, 0.0986], [1.4710, -0.4048, 0.4454], [0.0977, 0.0701, 0.0548], [0.0241, 0.0389, -0.0251], [0.0037, 0.0210, 0.0008], [-0.0035, -0.0100, -0.0027], [-0.0013, -0.0001, 0.0127], [0.0460, 0.0285, -0.0259], [0.0030, 0.0486, 0.0186], [0.0730, -0.0622, 0.0646], [-0.0360, 0.0127, -0.0033], [-0.0311, -0.0013, -0.0154], [0.0031, 0.0412, -0.0193], [0.0067, -0.0391, 0.0133], [0.0698, 0.0439, -0.0235], [-0.0539, -0.0025, -0.0663], [-0.0314, 0.0512, -0.0241], [-0.0354, 0.0127, -0.0334], [0.0709, -0.0368, 0.0494], [-0.0512, -0.0943, 0.0116], [0.0001, -0.0557, 0.0209], [-0.0298, 0.0181, -0.0414], [-0.0555, -0.0951, 0.0407], [0.0049, 0.0200, -0.0261], [0.1337, -0.0153, 0.0634], [-0.0134, 0.0093, 0.0058], [0.0069, -0.0158, -0.0194], [-0.0077, 0.0127, 0.0099], [0.0057, 0.0058, -0.0037], [-0.0039, -0.0038, 0.0082], [0.0121, -0.0241, 0.0009], [-0.0001, 0.0023, 0.0105], [0.0106, 0.0009, 0.0076], [-0.0029, -0.0056, -0.0046], [-0.0082, 0.0015, 0.0006], [-0.0109, 0.0125, 0.0117], [0.0057, -0.0075, 0.0033], [-0.0005, -0.0049, 0.0507], [0.0088, 0.0181, -0.0368], [0.0000, -0.0065, 0.0040], [-0.0014, -0.0072, 0.0053], [-0.0053, 0.0054, 0.0030], [0.0012, 0.0110, -0.0049], [-0.0005, 0.0139, -0.0071], [0.1145, 1.9216, 0.1291], [-0.1295, -0.0931, -0.0326], [-0.0010, 0.0236, 0.0513], [0.0394, -0.0037, -0.0271], [0.0214, -0.0019, -0.0046], [-0.0085, 0.0026, 0.0070], [-0.0147, -0.0091, -0.0102], [0.0568, 0.0165, -0.0161], [-0.0026, -0.0026, 0.0333], [-0.0308, 0.0154, -0.0169], [0.0001, -0.0123, 0.0076], [0.0007, 0.0054, -0.0018], [0.0007, -0.0080, -0.0132], [-0.0179, 0.0331, -0.0153], [0.0060, -0.0189, 0.0104], [-0.0287, -0.0125, 0.0214], [0.0163, -0.0089, 0.0077], [-0.0071, 0.0061, 0.0000], [0.0010, 0.0089, -0.0031], [0.0070, -0.0157, 0.0084], [-0.0323, -0.0045, 0.0174], [-0.0086, -0.0010, 0.0022], [-0.0056, -0.0040, 0.0025], [0.0037, 0.0031, -0.0034], [-0.0048, 0.0004, -0.0063], [0.0115, -0.0031, -0.0070], [0.0020, -0.0015, -0.0057], [-0.0006, -0.0052, 0.0050], [0.0002, 0.0027, 0.0076], [0.0088, -0.0091, 0.0096], [-0.0087, 0.0051, -0.0351], [0.0128, 0.0022, -0.0023], [0.0060, -0.0005, -0.0110], [-0.0071, 0.0056, -0.0001], [-0.0007, 0.0049, -0.0119]]}